Entry 1:
{"formula": "C9H9CrO6", "method": "the ωB97M-V functional and the def2-TZVPD basis", "s_squared": 6.06, "e_homo_ev": [-12.735, -13.982], "total_energy_ha": -1843.76722, "spin_multiplicity": 5, "charge": 1, "species": ["O", "C", "Cr", "O", "C", "C", "O", "C", "O", "C", "O", "H", "C", "C", "C", "O", "C", "H", "H", "H", "H", "H", "H", "H", "H"], "coordinates": [[-1.4898, -3.0326, -0.1830], [-0.9585, -2.4236, -1.0136], [0.4412, -1.1885, -2.0159], [2.6132, -2.0589, -0.0703], [1.7583, -1.7141, -0.8032], [1.2357, 0.5091, -1.1206], [1.9747, 1.3426, -0.6602], [0.1475, 0.8645, -2.1079], [-0.4391, 1.8557, -2.3988], [1.4816, -1.7020, -3.4716], [2.0849, -2.2648, -4.2960], [-0.3677, -2.5944, -2.5479], [-1.0202, 1.8929, 1.9571], [-0.6572, 0.5375, 2.6053], [0.0473, -0.2097, 1.4869], [-0.3947, 0.3656, 0.2524], [-1.0271, 1.6455, 0.4654], [-1.9608, 2.2954, 2.3066], [-0.2369, 2.6299, 2.1673], [-1.5936, 0.0128, 2.8854], [-0.0267, 0.6602, 3.4848], [1.1343, -0.1274, 1.5910], [-0.1979, -1.2647, 1.4956], [-2.0497, 1.5441, 0.0724], [-0.4987, 2.4249, -0.0811]], "forces_ev_per_a": [[1.6, 1.4, -3.4], [-1.0, 0.2, 3.5], [-3.0, 0.6, 2.0], [-3.8, 1.8, -3.2], [5.2, -3.0, 4.4], [2.6, 2.4, 1.7], [-1.0, -2.3, -0.8], [-3.5, 1.5, -2.3], [1.5, -1.8, 0.6], [3.5, -3.5, -5.6], [-2.4, 2.7, 3.4], [0.7, 0.1, -0.7], [1.0, 0.2, 0.3], [-1.1, 0.1, -0.2], [0.5, -0.1, 0.8], [-0.2, -0.4, -0.2], [-1.1, 0.0, 0.0], [-0.2, 0.0, 0.1], [-0.2, -0.1, 0.2], [0.6, 0.2, 0.0], [-0.1, -0.1, -0.1], [0.0, 0.2, -0.2], [-0.1, -0.2, -0.2], [0.3, 0.1, 0.0], [0.1, -0.1, 0.0]]}

---

Entry 2:
{"formula": "C9H9F2N3O", "method": "the ωB97M-V functional and the def2-TZVPD basis", "e_homo_ev": -7.508, "smiles": "CN(C)C(=O)N=C=C1CN=CC(F)=C1F", "total_energy_ha": -787.47006, "e_above_lowest_ev": 0.605, "spin_multiplicity": 1, "species": ["C", "C", "C", "C", "C", "C", "C", "C", "C", "N", "N", "N", "O", "F", "F", "H", "H", "H", "H", "H", "H", "H", "H", "H"], "coordinates": [[0.4521, -0.4178, 0.2458], [4.5384, -0.6759, 0.0735], [3.9772, 0.6121, -0.2002], [2.6244, 0.7434, 0.0174], [-2.1300, -0.8007, 0.1445], [2.4535, -1.7841, 0.1209], [1.8116, -0.4055, 0.1134], [-2.5164, 1.6766, -0.3835], [-4.3025, 0.1481, -0.0132], [-0.7369, -0.4793, 0.3592], [3.8737, -1.7351, 0.1720], [-2.8552, 0.3305, -0.0563], [-2.5130, -1.8921, 0.3486], [4.7461, 1.7340, -0.3405], [2.0482, 1.9591, -0.0402], [5.5822, -0.7840, 0.3755], [2.0558, -2.2557, 1.0311], [2.2324, -2.3680, -0.7131], [-2.9961, 2.4790, 0.3100], [-1.4514, 1.8328, -0.2646], [-2.9322, 1.7590, -1.3774], [-4.5379, -0.3690, 0.9255], [-4.7788, 1.1515, 0.0308], [-4.6451, -0.4586, -0.8791]], "forces_ev_per_a": [[0.5, 0.7, -0.5], [1.0, -0.1, 0.3], [-2.0, 1.7, 0.9], [1.8, 0.8, -1.4], [2.1, 3.6, 0.6], [0.2, 1.3, 1.4], [-2.9, -0.6, 0.3], [0.2, 1.1, 1.0], [-0.4, -0.3, 0.2], [0.9, -0.2, 0.1], [0.5, -1.4, 1.0], [-1.5, -1.1, 0.8], [-1.1, -2.2, -0.1], [-0.2, -0.9, 0.1], [0.0, -0.5, 0.2], [0.2, 0.4, -0.7], [0.4, -0.5, -0.3], [-0.9, -1.0, -1.5], [0.5, -1.6, -1.0], [0.2, 0.1, -0.6], [0.5, 1.1, -0.5], [-0.2, -0.1, -0.4], [0.2, -0.8, -0.3], [-0.1, 0.5, 0.6]]}

---

Entry 3:
{"formula": "C9H9IO", "method": "the ωB97M-V functional and the def2-TZVPD basis", "e_homo_ev": -9.427, "smiles": "C=CC(=O)c1ccccc1.I", "total_energy_ha": -721.20924, "e_above_lowest_ev": 0.526, "spin_multiplicity": 1, "species": ["C", "C", "C", "C", "C", "C", "C", "C", "C", "O", "I", "H", "H", "H", "H", "H", "H", "H", "H", "H"], "coordinates": [[-2.7607, 0.7966, -1.5111], [-1.8157, -0.0453, -1.9963], [-2.4872, 1.5325, -0.2869], [-0.6178, -0.2999, -1.2689], [-1.3562, 1.2498, 0.5207], [-0.5319, 0.2909, -0.0103], [2.2263, -1.8499, 1.4648], [1.1552, -1.4474, 0.7821], [0.6820, -0.0317, 0.7240], [1.3175, 0.8460, 1.3581], [4.8790, 0.3563, 0.6648], [-3.5947, 0.9199, -2.1109], [-1.9797, -0.4669, -2.9152], [-3.2477, 2.2014, 0.0804], [0.0914, -0.8731, -1.7144], [-1.3017, 1.6047, 1.5981], [2.6721, -2.7582, 1.4631], [2.7620, -1.0419, 2.0251], [0.4276, -2.2202, 0.3891], [3.4801, 1.2366, 0.7437]], "forces_ev_per_a": [[2.0, 1.6, 2.9], [2.2, 0.1, 2.1], [-0.3, -1.2, -0.4], [-4.5, 2.4, 0.5], [-3.0, 0.5, -0.3], [2.2, -0.8, -0.5], [-0.6, 4.7, 0.4], [-1.5, -1.7, -0.2], [2.6, 1.0, 2.7], [-1.3, -1.4, -1.3], [-0.4, 0.6, -0.1], [-1.8, 0.7, -0.6], [-0.2, -1.2, -2.2], [-0.1, 0.2, 0.0], [2.2, -1.7, -0.7], [0.3, -0.3, -1.8], [0.7, -3.0, 0.1], [-0.4, -0.9, -0.6], [1.1, 0.9, -0.1], [0.6, -0.5, 0.0]]}

---

Entry 4:
{"formula": "C9H9IO4", "method": "the ωB97M-V functional and the def2-TZVPD basis", "e_homo_ev": -10.064, "smiles": "C[C@@]12C(=O)OC(=O)[C@]1(I)[C@H]1CC[C@@H]2O1", "total_energy_ha": -946.97878, "e_above_lowest_ev": 0.000, "spin_multiplicity": 1, "species": ["C", "C", "C", "C", "C", "C", "C", "C", "C", "O", "O", "O", "O", "I", "H", "H", "H", "H", "H", "H", "H", "H", "H"], "coordinates": [[0.5348, 2.0029, 0.9125], [1.9876, 1.2487, -0.6145], [-1.7387, -0.9131, -0.4878], [-0.4997, -1.7000, -1.1090], [-1.1057, 0.4883, -0.3265], [0.3415, -0.5233, -1.4868], [0.0864, 0.5221, 0.6619], [1.1758, -0.0371, -0.2321], [-0.1477, -0.0076, 2.0522], [-0.1340, 2.8124, 1.4952], [2.7458, 1.4170, -1.5088], [1.6570, 2.2657, 0.2550], [-0.5171, 0.6611, -1.5674], [2.5147, -1.4921, 0.3584], [-2.5702, -0.9053, -1.1246], [-2.0754, -1.4660, 0.3401], [-0.0617, -2.2004, -0.3109], [-0.9498, -2.1275, -2.0285], [-1.9671, 1.1555, -0.0888], [1.1254, -0.4576, -2.2740], [0.2377, -1.0377, 2.0136], [-1.2059, -0.0450, 2.2691], [0.5662, 0.3388, 2.8018]], "forces_ev_per_a": [[-2.9, -0.6, -0.4], [-0.3, -0.9, -0.2], [2.7, -0.4, 0.3], [-3.1, 2.4, -2.1], [-2.8, -0.3, 1.6], [2.8, 2.7, 0.1], [0.2, 1.8, 1.0], [-0.3, 0.9, -1.1], [1.0, -2.4, -0.5], [1.1, -0.4, -0.1], [0.0, -0.2, 0.3], [1.2, 0.7, -0.4], [0.5, -0.6, -1.1], [0.8, -0.6, 0.6], [-1.0, 0.5, -1.3], [-0.3, -0.2, 1.7], [0.7, -2.0, 0.5], [1.1, -0.9, 0.8], [1.2, 0.3, -0.3], [-1.3, -0.7, -0.2], [-0.7, -0.3, 0.0], [0.0, 0.4, 0.7], [-0.7, 0.9, 0.1]]}

---

Entry 5:
{"formula": "C9H9N2O2", "method": "the ωB97M-V functional and the def2-TZVPD basis", "e_homo_ev": -12.689, "total_energy_ha": -608.01317, "e_above_lowest_ev": 3.119, "spin_multiplicity": 1, "charge": 1, "species": ["C", "C", "C", "C", "C", "C", "C", "C", "C", "N", "N", "O", "O", "H", "H", "H", "H", "H", "H", "H", "H", "H"], "coordinates": [[-4.6062, -0.8264, -0.1003], [-0.1219, -0.2978, 0.6902], [1.0335, -0.9865, 0.6876], [2.2150, 0.8288, -0.4077], [-0.1089, 1.0121, 0.1360], [2.1866, -0.4523, 0.1045], [1.0966, 1.6118, -0.3412], [-1.3833, 1.5370, 0.0947], [3.4291, -1.3543, -0.1016], [-4.0804, 0.1122, 0.2918], [-2.4378, 1.8744, 0.4095], [-5.0596, -1.8388, -0.7119], [0.9377, 2.8116, -0.8266], [-0.8742, -0.7787, 1.1814], [1.0054, -1.9997, 1.0550], [3.1104, 1.3466, -0.8008], [3.1440, -1.9579, -0.9552], [4.3221, -0.8450, -0.1183], [3.4080, -2.1013, 0.7291], [-3.4191, 1.4081, 0.1841], [-5.4291, -2.4809, -0.0235], [1.6321, 3.3770, -1.1766]], "forces_ev_per_a": [[0.5, 0.3, -0.6], [2.4, 1.7, -1.0], [0.9, -0.7, -0.4], [1.1, 1.0, 0.2], [0.3, -0.8, 0.1], [1.9, -0.8, -0.5], [-1.7, -1.2, -0.3], [1.1, 0.9, 1.0], [-4.0, -1.4, 1.8], [-1.0, -0.3, 0.1], [-1.2, 0.5, -0.9], [-1.0, -1.6, 1.5], [-1.1, 1.8, -0.3], [-2.7, -0.5, 0.9], [0.4, -0.1, 0.2], [-0.3, -0.9, 0.2], [0.7, 0.1, -0.6], [1.9, 1.0, -0.5], [0.4, 0.6, -0.5], [0.7, 0.4, 0.7], [0.4, 0.7, -1.3], [0.7, -0.7, 0.2]]}

---

Entry 6:
{"formula": "C9H9N3O", "method": "the ωB97M-V functional and the def2-TZVPD basis", "e_homo_ev": -7.303, "total_energy_ha": -587.63391, "e_above_lowest_ev": 6.216, "spin_multiplicity": 1, "species": ["C", "C", "C", "C", "C", "C", "C", "C", "C", "N", "N", "N", "O", "H", "H", "H", "H", "H", "H", "H", "H", "H"], "coordinates": [[1.1963, 2.3767, 2.2176], [2.1577, 1.7299, 1.4147], [-0.2008, 2.0387, 2.1238], [1.7558, 0.8371, 0.5128], [-0.5871, 1.0678, 1.2805], [0.4109, 0.3561, 0.4815], [-0.6767, -1.1051, -1.1668], [-0.3455, -2.4085, -1.7529], [-2.0552, -0.5168, -1.4527], [1.5844, -1.9619, -0.4553], [-1.0830, -3.0900, -2.4858], [0.1933, -0.6708, -0.3257], [0.8642, -2.7007, -1.2717], [1.3539, 3.2119, 2.8456], [3.1860, 1.8455, 1.5647], [-0.8498, 2.6908, 2.6394], [2.4610, 0.5359, -0.2314], [-1.5484, 0.7221, 1.4176], [-2.6639, -0.6498, -0.6405], [-2.3741, -0.9716, -2.4428], [-1.9975, 0.6804, -1.5937], [-0.7815, -4.0177, -2.6790]], "forces_ev_per_a": [[-1.7, -1.0, -0.9], [-1.6, 1.9, 2.6], [3.9, 1.6, -0.2], [-2.0, -1.8, -1.4], [2.4, -2.4, -1.5], [0.3, 4.3, 2.3], [-1.4, 1.4, 1.1], [1.2, 1.2, 1.4], [2.7, 2.7, -3.5], [-2.2, 3.0, 1.0], [-1.5, -0.1, -0.7], [1.3, -4.7, -2.9], [0.5, -2.2, -1.2], [0.9, 0.5, 0.7], [1.4, 0.8, 0.0], [-1.0, 0.1, 0.7], [0.2, -0.9, -0.2], [-2.1, -0.9, -0.5], [-1.9, -0.8, 1.8], [-0.1, 0.5, 1.6], [0.1, -2.7, 0.3], [0.5, -0.6, -0.3]]}